[1]
Below is 2 unconnected molecules or ions with the total composition C6H12N, with properties calculated with the ωB97M-V functional and the def2-TZVPD basis.

The geometry in ORCA input format:
```
! RIJCOSX wB97M-V def2-TZVPD def2/J DEFGRID3
* xyz 1 1
C 0.52630 2.06305 -0.82392
C 0.93968 0.97483 -1.49563
C 0.07897 -0.09191 -2.01594
C 0.48166 -1.31782 -2.41029
H -0.51085 2.41597 -0.82870
H 1.21234 2.71696 -0.28287
H 2.03190 0.87712 -1.61202
H -0.96910 0.18771 -2.27285
H -0.22750 -1.97052 -2.95138
H 1.51184 -1.70842 -2.29944
C -0.29871 -0.35877 2.41213
C -1.56284 -0.54928 2.76266
N 0.06234 -0.47361 1.00015
H 0.53655 -0.02593 3.04176
H -1.82265 -0.57738 3.84683
H -2.41647 -0.67797 2.05876
H -0.72834 -0.82148 0.43103
H 0.31151 0.44422 0.58088
H 0.84336 -1.10676 0.85885
*
```

Values from the calculation:
relative energy (zero: lowest compared OMol25 entry of this formula, charge and spin): 2.267 eV
E: -7897.795 eV
max |F|: 0.031 Eh/bohr
orbital gap: 9.712 eV

[2]
Below is 2 unconnected molecules or ions with the total composition C6H12N, with properties calculated with the ωB97M-V functional and the def2-TZVPD basis.

The geometry in ORCA input format:
```
! RIJCOSX wB97M-V def2-TZVPD def2/J DEFGRID3
* xyz 1 1
C -1.17150 0.91503 -0.04343
C -1.43576 2.16842 0.25720
C -0.76508 -0.52990 -0.06599
C 1.87632 0.19788 2.28899
C -0.28934 -1.70768 0.55641
C -1.60358 -0.16302 -2.49922
N -1.10283 -0.02020 -1.18084
H -1.86422 2.69319 -0.56321
H -1.25819 2.39074 1.28099
H 1.93028 -0.80334 2.45702
H 2.66257 0.61668 2.79894
H 0.99113 0.66216 2.80324
H 0.83814 -1.60422 0.52334
H -0.87544 -2.56804 0.11402
H -0.48500 -1.63280 1.65408
H -1.74554 0.86368 -2.80792
H -0.86216 -0.68627 -3.20498
H -2.57439 -0.71317 -2.48536
H 2.14470 0.30974 1.20773
*
```

Values from the calculation:
relative energy (zero: lowest compared OMol25 entry of this formula, charge and spin): 4.327 eV
E: -7895.734 eV
max |F|: 0.068 Eh/bohr
orbital gap: 9.764 eV

[3]
Below is a gas-phase ion, C6H12N (charge +1), with properties calculated with the ωB97M-V functional and the def2-TZVPD basis.

The geometry in ORCA input format:
```
! RIJCOSX wB97M-V def2-TZVPD def2/J DEFGRID3
* xyz 1 1
C 1.52708 1.14016 -0.40793
C 0.11342 1.67018 -0.02098
C -0.98740 0.77533 -0.45860
C -0.85624 -0.49795 -0.95482
C -1.51046 -1.64945 -0.29549
C -1.73716 -1.59283 1.03953
N 1.79690 -0.21531 0.22669
H 2.29022 1.82601 -0.04700
H 1.60494 1.05371 -1.50002
H 0.25130 1.78589 1.06893
H 0.12258 2.70466 -0.44006
H -1.91172 0.95324 0.11485
H -0.62826 -0.77652 -1.99227
H -1.96574 -2.48808 -0.81246
H -1.27685 -0.81472 1.65069
H -2.41991 -2.30983 1.46184
H 2.79016 -0.46050 0.24373
H 1.20397 -0.98504 -0.10289
H 1.59318 -0.11895 1.22628
*
```

Values from the calculation:
relative energy (zero: lowest compared OMol25 entry of this formula, charge and spin): 2.851 eV
structure (SMILES): C=C/C=C/CC[NH3+]
E: -7897.210 eV
max |F|: 0.062 Eh/bohr
orbital gap: 8.216 eV

[4]
Below is 2 unconnected molecules or ions with the total composition C6H12N, with properties calculated with the ωB97M-V functional and the def2-TZVPD basis.

The geometry in ORCA input format:
```
! RIJCOSX wB97M-V def2-TZVPD def2/J DEFGRID3
* xyz 1 1
C -0.21494 2.33038 -0.65975
C -1.25327 1.86037 -1.66031
C -1.75352 0.34901 -1.49201
C -0.60549 -0.57518 -1.37024
C -0.05122 -0.84618 -0.19776
N 2.62722 -1.72953 2.70737
C 1.38012 -1.76917 2.49456
H 0.47579 1.50070 -0.49378
H 0.40867 3.17748 -0.91832
H -0.65988 2.40287 0.33698
H -2.19722 2.40162 -1.69230
H -0.79682 1.94840 -2.64821
H -2.39300 0.31951 -0.60509
H -2.39831 0.12843 -2.33853
H -0.33554 -1.13865 -2.27175
H -0.05860 -1.95440 -0.13007
H 2.89417 -2.32485 3.49398
H 1.03046 -1.75496 1.45807
H 0.64082 -1.92920 3.28867
*
```

Values from the calculation:
relative energy (zero: lowest compared OMol25 entry of this formula, charge and spin): 7.703 eV
E: -7892.358 eV
max |F|: 0.075 Eh/bohr
orbital gap: 4.199 eV

[5]
Below is 2 unconnected molecules or ions with the total composition C6H12N, with properties calculated with the ωB97M-V functional and the def2-TZVPD basis.

The geometry in ORCA input format:
```
! RIJCOSX wB97M-V def2-TZVPD def2/J DEFGRID3
* xyz 1 1
C 0.07121 0.21611 2.71436
C 0.46729 -0.65992 1.79745
C 1.42493 -0.33272 0.74758
C 1.97414 -1.25495 -0.04072
H 0.44515 1.23339 2.70257
H -0.60345 -0.05891 3.51079
H 0.11618 -1.68347 1.83617
H 1.72004 0.70712 0.64355
H 2.73323 -0.99297 -0.76601
H 1.70596 -2.30225 0.03306
C -1.30238 1.22023 -0.56719
C -1.14347 -0.04179 -2.64780
N -0.72607 0.21202 -1.48339
H -0.48278 1.73558 -0.08353
H -1.93123 0.69537 0.14564
H -1.89013 1.91197 -1.16447
H -1.97795 0.52494 -3.04079
H -0.67079 -0.80843 -3.24608
H 0.07013 -0.32131 -1.09118
*
```

Values from the calculation:
relative energy (zero: lowest compared OMol25 entry of this formula, charge and spin): 1.845 eV
E: -7898.217 eV
max |F|: 0.014 Eh/bohr
orbital gap: 7.930 eV

[6]
Below is a gas-phase ion, C6H12N (charge +1), with properties calculated with the ωB97M-V functional and the def2-TZVPD basis.

The geometry in ORCA input format:
```
! RIJCOSX wB97M-V def2-TZVPD def2/J DEFGRID3
* xyz 1 1
C -0.44223 -0.34198 1.46631
C 0.24712 -0.32766 -0.49921
C -1.14965 -0.25098 0.14410
C 0.58843 0.62632 -1.55744
C -2.40970 -0.42693 -0.48825
C 2.11135 0.46558 1.03736
N 0.92322 -0.30507 0.82996
H -0.56142 0.35776 2.35460
H -0.92662 -1.42821 1.80829
H 0.21912 -1.44724 -0.76709
H 1.01802 1.43426 -1.10640
H -0.13860 1.01052 -2.16971
H 1.44006 0.19154 -2.07128
H -2.25319 -0.95483 -1.42548
H -2.84019 0.56440 -0.88154
H -3.04766 -0.94852 0.15616
H 1.94748 1.46144 0.71320
H 2.38120 0.33689 2.05692
H 2.89325 -0.01728 0.39951
*
```

Values from the calculation:
relative energy (zero: lowest compared OMol25 entry of this formula, charge and spin): 4.410 eV
E: -7895.651 eV
max |F|: 0.078 Eh/bohr
orbital gap (spin up / spin down): 7.113 / 7.112 eV

[7]
Below is a gas-phase ion, C6H12N (charge +1), with properties calculated with the ωB97M-V functional and the def2-TZVPD basis.

The geometry in ORCA input format:
```
! RIJCOSX wB97M-V def2-TZVPD def2/J DEFGRID3
* xyz 1 1
C 0.05687 -0.20131 0.27563
C -1.25208 -0.28129 -0.57572
C 0.71350 1.19555 0.30324
C 0.06060 -1.30467 1.18538
C 0.99484 2.11283 -0.92138
C 1.93969 1.70408 -1.75433
N -0.99635 -2.29247 1.23206
H -1.62395 -1.18798 -1.02360
H -1.02317 0.25559 -1.51100
H -0.05256 1.81120 0.86225
H 1.57496 1.29525 0.91862
H 0.92395 -1.38854 1.92116
H 0.42124 2.95363 -1.00672
H -2.12525 0.19699 -0.27075
H 2.51233 0.78474 -1.70195
H 2.23112 2.32106 -2.62961
H -0.78283 -2.94355 1.94587
H -1.01439 -2.88576 0.33646
H -1.93189 -1.89631 1.56925
*
```

Values from the calculation:
relative energy (zero: lowest compared OMol25 entry of this formula, charge and spin): 3.101 eV
structure (SMILES): C=CC/C(C)=C/[NH3+]
E: -7896.961 eV
max |F|: 0.123 Eh/bohr
orbital gap: 9.411 eV

[8]
Below is a gas-phase ion, C6H12N (charge +1), with properties calculated with the ωB97M-V functional and the def2-TZVPD basis.

The geometry in ORCA input format:
```
! RIJCOSX wB97M-V def2-TZVPD def2/J DEFGRID3
* xyz 1 1
C 1.42857 -1.66131 0.47274
C 1.14202 -0.84077 -0.47324
C 0.85416 1.76527 -0.45687
C 0.58121 1.33041 0.85097
C 0.24381 0.39281 -0.30339
C -1.20014 0.23578 -0.61711
N -1.80658 -0.94337 0.04532
H 2.22287 -2.37637 0.11282
H 1.04209 -1.66998 1.55928
H 1.48990 -1.09590 -1.44117
H 0.06383 2.52013 -0.74651
H 1.73015 1.93051 -0.99124
H 1.37749 1.00586 1.59270
H -0.23201 1.72638 1.49206
H -1.60854 0.29951 -1.63800
H -1.71026 1.10555 -0.14116
H -1.85874 -1.74778 -0.57369
H -2.62368 -0.70116 0.50237
H -1.13616 -1.27557 0.75411
*
```

Values from the calculation:
relative energy (zero: lowest compared OMol25 entry of this formula, charge and spin): 2.427 eV
structure (SMILES): C=CC1(C[NH3+])CC1
E: -7897.635 eV
max |F|: 0.104 Eh/bohr
orbital gap: 10.639 eV

[9]
Below is a gas-phase ion, C6H12N (charge +1), with properties calculated with the ωB97M-V functional and the def2-TZVPD basis.

The geometry in ORCA input format:
```
! RIJCOSX wB97M-V def2-TZVPD def2/J DEFGRID3
* xyz 1 1
C 1.84239 -0.72494 -0.00886
C 0.64594 -1.30825 -0.07268
C 1.80193 0.74468 0.06739
C -0.46860 -0.11573 -0.02513
C -1.50120 -0.35903 1.12342
C -1.17974 -0.00354 -1.34891
N 0.31276 1.09380 0.28640
H 2.84801 -1.00472 -0.10104
H 0.25592 -2.21829 -0.15790
H 2.35705 0.85851 1.02065
H 2.12740 1.33117 -0.82893
H -2.24311 0.41743 0.93444
H -0.84136 -0.24489 2.08968
H -1.65436 -1.43651 1.07604
H -0.51539 -0.45759 -2.14170
H -1.81455 0.88442 -1.44226
H -1.94173 -0.73086 -1.50590
H 0.00727 1.41630 1.30917
H -0.03862 1.85805 -0.27390
*
```

Values from the calculation:
relative energy (zero: lowest compared OMol25 entry of this formula, charge and spin): 2.136 eV
structure (SMILES): CC1(C)C=CC[NH2+]1
E: -7897.925 eV
max |F|: 0.128 Eh/bohr
orbital gap: 11.024 eV

[10]
Below is a single C6H12N2 molecule, with properties calculated with the ωB97M-V functional and the def2-TZVPD basis.

The geometry in ORCA input format:
```
! RIJCOSX wB97M-V def2-TZVPD def2/J DEFGRID3
* xyz 0 1
C 1.67893 -0.43325 0.05079
C 1.02922 -1.72443 0.44423
C -0.30807 -1.24757 0.94868
C -1.47319 1.06655 0.60683
N -0.58830 0.10230 -0.04454
C 0.79854 0.58418 -0.27697
N -1.20996 -0.32134 -1.26590
C 0.97442 1.81737 -0.83116
H 2.74489 -0.31529 0.00647
H -1.04311 0.40211 -1.96541
H -0.71910 -1.15100 -1.59280
H 0.91214 -2.44342 -0.38354
H 1.59236 -2.23119 1.23268
H -0.26111 -0.87477 1.96836
H -1.18577 -1.86020 0.75441
H -1.69769 1.89852 -0.06057
H -0.98115 1.45410 1.49648
H -2.40830 0.57146 0.86547
H 0.17458 2.52943 -0.93811
H 1.97067 2.17645 -1.01538
*
```

Values from the calculation:
relative energy (zero: lowest compared OMol25 entry of this formula, charge and spin): 4.097 eV
E: -9392.752 eV
max |F|: 0.043 Eh/bohr
orbital gap: 6.338 eV

[11]
Below is a single C6H12N2 molecule, with properties calculated with the ωB97M-V functional and the def2-TZVPD basis.

The geometry in ORCA input format:
```
! RIJCOSX wB97M-V def2-TZVPD def2/J DEFGRID3
* xyz 0 1
C -1.06282 -0.57227 0.08027
C -1.78936 -1.86921 -0.03876
C -1.20137 0.45446 -0.98726
C 1.83158 0.21085 -0.79927
N -0.33900 -0.34653 1.16709
C 0.58855 0.61634 1.36142
N 2.19759 2.16784 0.47382
C 1.50204 1.09506 0.37859
H -0.54116 -0.95750 1.96145
H 1.96847 2.72514 1.30463
H 0.71434 0.94357 2.38336
H -1.19812 -2.61707 -0.58158
H -2.72407 -1.73649 -0.58317
H -2.01440 -2.28196 0.95086
H -2.25308 0.54053 -1.25568
H -0.83352 1.40992 -0.62789
H -0.65640 0.20033 -1.90040
H 1.57864 0.71152 -1.73140
H 1.32750 -0.74586 -0.75128
H 2.90461 0.05132 -0.80477
*
```

Values from the calculation:
relative energy (zero: lowest compared OMol25 entry of this formula, charge and spin): 2.002 eV
E: -9394.848 eV
max |F|: 0.018 Eh/bohr
orbital gap: 7.329 eV

[12]
Below is a single C6H12N2 molecule, with properties calculated with the ωB97M-V functional and the def2-TZVPD basis.

The geometry in ORCA input format:
```
! RIJCOSX wB97M-V def2-TZVPD def2/J DEFGRID3
* xyz 0 1
C -0.56572 -0.20486 1.02223
C -1.27843 1.00897 1.34695
C 0.58719 -0.24113 0.02168
C -2.36344 1.89444 1.17922
C 1.84202 -0.86048 0.63863
C 0.93196 -0.71589 -2.44599
N -0.45010 0.57031 2.19845
N 0.10974 -0.87130 -1.24639
H -1.21626 -1.07977 1.02262
H -0.05012 -1.85485 -1.05192
H 0.85327 0.76058 -0.45293
H -2.10277 2.74726 1.91214
H -3.33083 1.39822 1.29471
H -2.48010 2.53050 0.29525
H 2.18374 -0.22500 1.48218
H 2.44955 -1.07127 -0.20779
H 1.52595 -1.75963 1.08220
H 0.89981 0.36723 -2.58210
H 1.95242 -1.16372 -2.28714
H 0.50214 -1.22959 -3.22200
*
```

Values from the calculation:
relative energy (zero: lowest compared OMol25 entry of this formula, charge and spin): 3.202 eV
structure (SMILES): CN[C@H](C)[C@H]1N=C1C
E: -9393.648 eV
max |F|: 0.082 Eh/bohr
orbital gap: 9.636 eV